{
  "formula": "C49H39N7O2P2STi",
  "method": "wB97M-V/def2-TZVPD",
  "species": ["Ti", "O", "C", "N", "C", "O", "C", "C", "C", "C", "C", "N", "C", "C", "C", "C", "C", "N", "H", "H", "H", "H", "H", "H", "H", "H", "C", "C", "C", "C", "C", "C", "N", "N", "C", "C", "C", "C", "C", "N", "H", "H", "H", "H", "H", "H", "H", "H", "H", "S", "C", "N", "C", "P", "C", "C", "C", "C", "C", "C", "C", "C", "C", "C", "C", "C", "P", "C", "C", "C", "C", "C", "C", "C", "C", "C", "C", "C", "C", "H", "H", "H", "H", "H", "H", "H", "H", "H", "H", "H", "H", "H", "H", "H", "H", "H", "H", "H", "H", "H", "H"],
  "positions_angstrom": [[-1.661747, 1.062162, -0.760109], [1.270452, 1.325469, -3.086012], [0.182135, 0.936035, -2.761814], [-0.924661, 1.721424, -2.451988], [-1.721327, 2.248295, -3.406717], [-1.519239, 2.297124, -4.603809], [-2.992348, 2.744910, -2.783690], [-3.842354, 3.595706, -3.460721], [-5.010098, 3.995644, -2.837836], [-5.255160, 3.544164, -1.548899], [-4.347174, 2.702295, -0.939673], [-3.239630, 2.277397, -1.552229], [-0.220249, -0.492988, -2.611678], [0.424387, -1.506355, -3.295431], [-0.132788, -2.772685, -3.295460], [-1.323660, -2.962009, -2.605932], [-1.892945, -1.904123, -1.921113], [-1.362840, -0.676081, -1.900523], [-3.567201, 3.920164, -4.453874], [-5.719465, 4.640023, -3.338982], [-6.149194, 3.833435, -1.015307], [-4.506248, 2.354329, 0.070145], [1.329467, -1.270146, -3.837475], [0.332010, -3.592405, -3.826127], [-1.815843, -3.923753, -2.605481], [-2.817415, -2.046302, -1.380842], [-1.370445, 6.400977, -1.998908], [-2.289555, 6.032023, -1.026380], [-2.137761, 4.846134, -0.330874], [-1.079600, 3.970002, -0.624414], [-0.129077, 4.379625, -1.570468], [-0.280554, 5.577657, -2.245541], [-0.911200, 2.753129, 0.038875], [-1.978213, 2.390398, 0.821672], [-1.682579, 2.120569, 2.152929], [-2.744009, 2.099709, 3.076041], [-2.460080, 2.230800, 4.418020], [-1.139518, 2.378349, 4.828051], [-0.158122, 2.276411, 3.861141], [-0.411301, 2.113367, 2.567191], [-1.494871, 7.322905, -2.552090], [-3.138143, 6.672285, -0.816647], [-2.839461, 4.566870, 0.441350], [0.721098, 3.742656, -1.779157], [0.451952, 5.875260, -2.985292], [-3.760706, 2.032844, 2.713302], [-3.260633, 2.251609, 5.146720], [-0.880598, 2.540682, 5.865148], [0.896875, 2.330576, 4.119552], [-3.551419, -0.122782, 0.414885], [-4.378042, -0.283378, -1.021925], [-4.966936, -0.421768, -2.011601], [0.819814, -1.900464, 0.005326], [0.178610, -0.292823, 0.818640], [-0.482675, -1.184773, 2.293269], [-1.507277, -2.079768, 1.965577], [-2.168764, -2.804270, 2.940005], [-1.783045, -2.686341, 4.267699], [-0.726032, -1.856806, 4.597406], [-0.087597, -1.100216, 3.622508], [1.770871, 0.536110, 1.164093], [2.148341, 1.497725, 0.225380], [3.391970, 2.098964, 0.291075], [4.257726, 1.779035, 1.327922], [3.873587, 0.859790, 2.289452], [2.642819, 0.223861, 2.199639], [2.575287, -1.940591, -0.611032], [3.510022, -2.719453, 0.772751], [4.886074, -2.789398, 0.555056], [5.729137, -3.343736, 1.503468], [5.203690, -3.841384, 2.687942], [3.835489, -3.791827, 2.905348], [2.990630, -3.235533, 1.954722], [2.417470, -3.492802, -1.609454], [2.800445, -3.453762, -2.947238], [2.723708, -4.593076, -3.739022], [2.266712, -5.782679, -3.195777], [1.887674, -5.832393, -1.859738], [1.965096, -4.696638, -1.070118], [0.234884, -2.090725, -0.890852], [0.630823, -2.735347, 0.676622], [-1.785254, -2.205877, 0.929115], [-2.990078, -3.452259, 2.662222], [-2.304025, -3.245003, 5.034301], [-0.387595, -1.785280, 5.623429], [0.714466, -0.447069, 3.921261], [1.454913, 1.774434, -0.554126], [3.684164, 2.814424, -0.466505], [5.229537, 2.251343, 1.394916], [4.538281, 0.621602, 3.110675], [2.386764, -0.523364, 2.932734], [5.289701, -2.394012, -0.370989], [6.796087, -3.378714, 1.323836], [5.857686, -4.263354, 3.440003], [3.420228, -4.186197, 3.824808], [1.926729, -3.193940, 2.162907], [3.168595, -2.522563, -3.363556], [3.029117, -4.551050, -4.777249], [2.210494, -6.676262, -3.804106], [1.540815, -6.764096, -1.430285], [1.689914, -4.752074, -0.024062]],
  "forces_ev_per_angstrom": [[-1.11, 2.46, 4.25], [0.07, -0.26, -0.12], [-0.17, 0.58, -0.43], [0.62, 0.00, -0.91], [-0.01, 0.44, -0.39], [0.05, 0.01, 0.09], [-0.15, -0.03, -0.15], [0.04, 0.03, -0.10], [0.04, -0.13, 0.18], [-0.03, 0.07, -0.13], [-0.09, -0.01, 0.15], [-0.28, 0.48, -0.72], [-0.18, -0.70, -0.31], [0.00, 0.43, -0.04], [-0.62, -0.12, 0.08], [0.32, -0.07, -0.37], [-0.24, 0.15, 0.28], [0.77, -1.37, -1.29], [0.01, -0.05, -0.01], [0.03, 0.04, -0.01], [0.01, 0.00, 0.03], [0.08, -0.10, -0.02], [-0.04, 0.05, 0.03], [-0.03, 0.05, 0.01], [-0.03, 0.01, 0.04], [0.04, 0.07, 0.08], [-0.04, 0.05, -0.02], [0.05, 0.03, -0.13], [0.17, -0.25, 0.08], [0.26, 1.03, 0.00], [-0.07, -0.19, 0.15], [-0.05, 0.06, -0.10], [-0.16, -1.17, -0.76], [-0.01, -1.06, -0.55], [0.27, 0.63, 0.71], [-0.04, -0.22, -0.12], [-0.04, -0.09, -0.04], [0.13, -0.11, 0.09], [0.04, -0.18, 0.05], [-0.19, 0.24, -0.31], [0.02, 0.01, 0.03], [0.02, 0.01, 0.07], [-0.02, 0.01, 0.03], [-0.01, -0.01, -0.01], [0.04, -0.06, 0.01], [-0.02, 0.05, -0.01], [-0.04, 0.01, -0.03], [0.00, 0.00, -0.01], [-0.03, -0.05, 0.07], [0.08, -0.17, 0.17], [-0.59, -0.45, -0.28], [0.14, 0.07, 0.02], [0.10, 0.41, -0.10], [0.97, -1.11, 0.34], [-0.20, 0.14, -0.09], [0.11, 0.02, 0.10], [0.00, -0.01, -0.03], [-0.03, -0.05, 0.00], [0.05, 0.02, 0.07], [-0.01, 0.18, -0.05], [-0.27, 0.22, -0.07], [-0.06, -0.15, 0.09], [0.05, -0.01, 0.01], [0.02, 0.09, 0.00], [0.00, -0.09, 0.05], [0.03, -0.05, -0.01], [-0.21, -0.28, 0.12], [0.01, 0.24, -0.09], [-0.02, 0.03, 0.07], [0.03, -0.01, -0.03], [-0.01, -0.01, 0.01], [-0.01, -0.04, 0.10], [-0.06, 0.12, -0.01], [0.13, 0.13, -0.03], [0.22, -0.15, 0.14], [0.13, 0.02, -0.07], [-0.05, -0.04, -0.03], [-0.08, -0.03, 0.06], [0.01, 0.04, -0.15], [0.08, -0.08, 0.27], [-0.04, 0.06, 0.04], [-0.13, 0.01, -0.01], [0.02, -0.02, 0.00], [0.04, -0.01, 0.02], [-0.05, 0.03, 0.00], [-0.03, 0.17, 0.03], [0.05, 0.08, -0.04], [-0.03, 0.02, 0.02], [-0.01, 0.02, -0.02], [0.01, -0.03, -0.03], [0.04, -0.10, 0.01], [0.06, 0.02, 0.04], [0.00, -0.01, 0.00], [0.00, -0.01, -0.01], [0.00, 0.02, 0.00], [0.02, 0.03, 0.00], [0.04, -0.04, 0.00], [0.01, -0.01, 0.00], [0.01, 0.01, -0.02], [0.00, 0.00, -0.01], [0.00, -0.01, 0.02]],
  "lowdin_charge": [0.77, 0.15, -0.42, -0.01, -0.44, 0.10, -0.15, 0.03, -0.02, -0.02, -0.14, 0.01, -0.19, 0.01, -0.02, 0.00, -0.11, -0.01, 0.13, 0.12, 0.11, 0.09, 0.13, 0.11, 0.12, 0.08, -0.11, -0.10, -0.04, -0.28, -0.03, -0.08, -0.10, -0.15, -0.38, -0.03, -0.08, -0.08, -0.16, 0.11, 0.09, 0.10, 0.10, 0.10, 0.10, 0.09, 0.10, 0.10, 0.11, 0.69, -0.87, 0.09, -0.45, 1.09, -0.35, -0.17, -0.07, -0.08, -0.07, -0.09, -0.40, -0.11, -0.06, -0.08, -0.08, -0.11, 1.07, -0.39, -0.11, -0.08, -0.09, -0.08, -0.11, -0.38, -0.14, -0.10, -0.09, -0.07, -0.08, -0.01, 0.03, 0.06, 0.11, 0.10, 0.11, 0.08, 0.06, 0.11, 0.10, 0.11, 0.08, 0.10, 0.10, 0.10, 0.10, 0.09, 0.10, 0.11, 0.10, 0.10, 0.10],
  "e_above_lowest_kcal_mol": 50.0,
  "homo_lumo_gap_ev": 6.11,
  "largest_force_ev_per_a": 5.03,
  "charge": 0,
  "homo_ev": -7.33
}

=====

{
  "formula": "C5H6S2",
  "method": "wB97M-V/def2-TZVPD",
  "species": ["C", "C", "C", "C", "C", "S", "S", "H", "H", "H", "H", "H", "H"],
  "positions_angstrom": [[0.926940, -1.092075, 0.118473], [2.178843, -1.510548, -0.097131], [-0.836608, 0.710718, 0.687830], [-0.329424, 1.230470, -0.694593], [0.329696, 0.111587, 0.056029], [3.517805, -0.395876, 0.043078], [2.523182, 1.329385, 0.082799], [0.542882, -2.049801, 0.487912], [2.459203, -2.563966, -0.062002], [-0.656910, 1.358813, 1.624451], [-1.789256, 0.249587, 0.574716], [-0.977340, 1.063271, -1.695714], [0.361170, 2.093723, -0.765384]],
  "forces_ev_per_angstrom": [[0.03, -3.34, -0.45], [2.97, 1.01, -0.39], [0.56, 2.48, 0.50], [-0.24, -0.38, -1.43], [-0.34, 1.99, 0.04], [-0.81, -0.63, 0.02], [-0.06, -0.15, 0.01], [-1.59, 0.76, 0.46], [-0.04, 0.31, -0.16], [-0.46, -1.16, -1.65], [-0.55, -0.56, 0.40], [1.54, 0.07, 2.64], [-1.00, -0.38, 0.01]],
  "lowdin_charge": [-0.24, -0.48, -0.10, -0.14, -0.38, 0.46, 0.26, 0.13, 0.07, 0.14, 0.09, 0.15, 0.04],
  "e_above_lowest_kcal_mol": 76.3,
  "homo_lumo_gap_ev": [6.93, 6.93],
  "largest_force_ev_per_a": 3.37,
  "charge": 0,
  "homo_ev": [-7.65, -7.65]
}

=====

{
  "formula": "C16H26BBr2F10N2O7S2",
  "method": "wB97M-V/def2-TZVPD",
  "species": ["N", "C", "C", "C", "B", "O", "C", "S", "O", "O", "C", "F", "F", "C", "F", "F", "C", "F", "F", "F", "C", "C", "C", "C", "F", "Br", "C", "F", "F", "Br", "N", "C", "S", "O", "H", "H", "H", "H", "H", "H", "H", "H", "H", "H", "H", "H", "H", "H", "C", "O", "H", "H", "H", "H", "C", "O", "H", "H", "H", "H", "C", "O", "H", "H", "H", "H"],
  "positions_angstrom": [[-4.948268, -2.178611, 1.689725], [-3.845796, -1.195980, 1.392821], [-2.462005, -1.898541, 1.023300], [-1.433939, -1.953669, 2.267405], [-0.626820, -0.556776, 2.525498], [0.733583, -0.374374, 1.997118], [0.917758, 0.986228, 1.597755], [2.559097, 1.777246, 1.905925], [2.501270, 3.234083, 1.514447], [2.780205, 1.764852, 3.406054], [4.009404, 0.857741, 1.173687], [5.085696, 1.766459, 1.090077], [4.428254, -0.126173, 2.099412], [3.730318, 0.108832, -0.203277], [2.723755, -0.859159, -0.138786], [4.921547, -0.606083, -0.507986], [3.468026, 1.056663, -1.455887], [4.452489, 2.010923, -1.668857], [3.498707, 0.216196, -2.595972], [2.225918, 1.666587, -1.468596], [-0.437968, 1.825805, 2.035338], [-1.197180, 2.591500, 0.829364], [-1.727721, 1.606220, -0.298153], [-2.340425, 2.419973, -1.548832], [-3.179689, 1.489831, -2.257009], [-3.509324, 3.926339, -1.009897], [-1.220046, 2.869827, -2.598542], [-1.774849, 3.880298, -3.437792], [-0.069393, 3.410783, -2.011282], [-0.645673, 1.399353, -3.811651], [-0.274659, 2.932386, 3.026626], [-0.206844, 2.501982, 4.224166], [-0.009401, 1.775128, 5.694784], [-1.329866, 0.742694, 2.386395], [-5.692548, -1.622548, 2.128705], [-5.351143, -2.493461, 0.791263], [-4.179327, -0.603294, 0.461807], [-3.676532, -0.455369, 2.234297], [-2.683988, -2.986307, 0.743570], [-1.924866, -1.438418, 0.131471], [-2.040531, -2.202183, 3.211135], [-0.704134, -2.815740, 2.125283], [-0.437394, -0.601699, 3.724816], [0.773373, 0.912571, 0.471268], [-0.515356, 3.418842, 0.446311], [-2.069361, 3.128783, 1.342031], [-0.930857, 0.930162, -0.752144], [-2.519413, 0.912147, 0.148795], [3.050699, -2.666894, 4.350747], [1.773863, -2.424792, 3.787044], [2.938716, -3.348823, 5.194697], [3.706794, -3.122989, 3.602676], [3.484844, -1.726073, 4.701752], [1.900304, -1.816604, 3.041183], [1.620841, -3.362825, -2.644934], [1.247393, -2.121402, -2.069447], [0.720488, -3.948842, -2.828856], [2.139776, -3.191095, -3.592249], [2.272529, -3.908638, -1.957031], [2.056843, -1.624172, -1.917122], [-2.242468, 0.256303, -7.255673], [-1.120601, -0.500894, -6.823010], [-2.621735, 0.833213, -6.412670], [-1.942362, 0.939331, -8.054778], [-3.026310, -0.415779, -7.615061], [-0.803697, -1.001074, -7.583258]],
  "forces_ev_per_angstrom": [[0.14, 0.85, -0.07], [0.63, 0.49, -1.64], [0.29, -1.23, 0.69], [-1.11, -0.13, -1.16], [-0.41, -0.83, 3.78], [2.07, 2.35, -1.42], [-2.26, -2.24, -2.40], [-1.58, 5.39, 6.56], [0.42, -3.97, -1.28], [0.07, -1.46, -3.85], [2.11, -1.19, 0.81], [-2.38, -1.78, -0.32], [-1.14, 1.80, -1.93], [1.41, -1.33, -0.56], [1.77, 2.35, 0.30], [-2.03, 1.43, 0.47], [-0.34, 0.33, -2.67], [-1.98, -1.88, 0.90], [-0.10, 1.44, 2.20], [2.51, -1.13, 0.50], [-2.02, -0.96, -1.43], [0.70, 0.00, 0.33], [-0.26, 0.72, -0.21], [0.15, -2.14, 0.42], [1.14, 1.62, 0.85], [0.72, -0.75, -0.38], [-0.04, 1.56, -0.92], [1.23, -1.73, 1.50], [-2.32, -0.89, -0.80], [-0.34, 0.84, 0.93], [0.37, -2.56, 4.55], [0.58, -0.62, -0.73], [-0.63, 2.09, -3.31], [1.19, 2.45, -1.42], [0.25, -0.46, -0.16], [0.44, 0.20, 0.68], [0.57, -0.40, 1.29], [-0.37, -1.06, -0.84], [0.01, 1.42, 0.08], [-0.89, -0.34, 1.00], [0.84, 0.35, -1.33], [-0.78, 1.04, 0.15], [0.17, -0.26, 0.68], [0.82, 0.80, 0.94], [-0.78, -1.12, 0.26], [1.18, -1.00, -0.76], [-0.82, 0.88, 0.61], [0.97, 1.18, -0.80], [-0.33, 0.27, -0.34], [0.37, -0.22, -0.07], [-0.05, 0.03, -0.06], [0.25, -0.06, 0.15], [0.21, -0.08, 0.10], [-0.49, 0.05, 0.28], [0.14, 0.31, 0.12], [-0.14, -0.04, -0.15], [0.03, 0.11, 0.05], [0.02, -0.23, -0.07], [0.01, -0.20, -0.12], [-0.21, -0.07, -0.04], [0.13, -0.16, -0.15], [0.10, -0.04, 0.05], [0.11, -0.09, -0.01], [-0.20, 0.11, 0.00], [-0.14, 0.16, -0.02], [0.02, 0.05, 0.20]],
  "lowdin_charge": [-0.05, -0.29, -0.21, -0.11, -0.79, -0.05, -0.24, 0.87, -0.31, -0.33, -0.36, 0.08, 0.07, -0.24, 0.12, 0.09, -0.36, 0.14, 0.09, 0.12, -0.38, -0.12, -0.13, -0.71, -0.11, 0.79, -0.76, -0.07, 0.00, 0.82, 0.09, -0.62, 0.68, -0.01, 0.05, 0.06, 0.10, 0.12, 0.10, 0.10, 0.11, 0.10, 0.08, 0.12, 0.12, 0.11, 0.12, 0.12, -0.17, -0.12, 0.07, 0.07, 0.07, 0.05, -0.16, -0.13, 0.08, 0.07, 0.08, 0.03, -0.17, -0.15, 0.06, 0.08, 0.07, 0.07],
  "homo_lumo_gap_ev": 6.33,
  "largest_force_ev_per_a": 8.64,
  "charge": -1,
  "homo_ev": -4.30
}